(1)
{
  "formula": "C4H13NOS",
  "method": "the ωB97M-V functional and the def2-TZVPD basis",
  "total_energy_ev": -18730.9126,
  "multiplicity": 1,
  "smiles": "CNCCCS.O",
  "homo_ev": -8.91,
  "symbols": ["C", "C", "S", "C", "N", "C", "H", "H", "H", "H", "H", "H", "H", "H", "H", "H", "H", "H", "H", "O"],
  "coordinates": [[-1.072, -0.106, -0.303], [-0.543, -0.966, -1.449], [-1.311, -0.720, -3.098], [-0.263, 1.171, -0.108], [1.016, 0.865, 0.498], [1.399, 1.587, 1.683], [-2.108, 0.099, -0.549], [-1.037, -0.634, 0.612], [-0.657, -2.034, -1.267], [0.520, -0.806, -1.643], [-2.179, 0.242, -2.749], [-0.089, 1.675, -1.066], [-0.891, 1.903, 0.403], [1.756, 0.733, -0.173], [1.808, 2.607, 1.580], [2.100, 1.089, 2.344], [0.485, 1.725, 2.271], [0.255, -3.042, 1.739], [0.438, -2.242, 0.488], [0.372, -3.144, 0.788]],
  "atomic_forces_ev_per_a": [[0.0, 0.6, -1.6], [0.4, -0.6, -0.5], [-0.2, 0.3, 0.2], [-0.2, 0.3, -1.0], [0.3, -0.3, 0.5], [-0.6, 0.9, 0.8], [-0.3, 0.2, 0.3], [-0.1, -0.7, 1.0], [-0.1, 0.1, 0.2], [0.0, 0.1, 0.3], [0.0, 0.0, 0.0], [-0.1, -0.2, -0.2], [0.4, -0.1, 0.7], [0.0, 0.2, 0.0], [-0.1, -0.1, -0.5], [0.1, -0.6, -0.2], [0.1, -0.1, 0.1], [0.0, -0.2, 0.0], [0.2, 0.5, -0.2], [-0.1, -0.3, 0.4]],
  "lowdin_charge": [-0.253, -0.575, 0.688, -0.253, -0.123, -0.144, 0.092, 0.085, 0.047, 0.057, -0.158, 0.117, 0.117, 0.107, 0.074, 0.067, 0.078, 0.043, -0.017, -0.048]
}



(2)
{
  "formula": "C4H13NOS",
  "method": "the ωB97M-V functional and the def2-TZVPD basis",
  "total_energy_ev": -18730.5999,
  "multiplicity": 1,
  "smiles": "CCNCCS.O",
  "homo_ev": -9.09,
  "symbols": ["C", "N", "C", "C", "S", "C", "H", "H", "H", "H", "H", "H", "H", "H", "H", "H", "H", "H", "H", "O"],
  "coordinates": [[-0.361, -1.480, -0.127], [0.754, -0.620, -0.492], [0.222, 0.694, -0.882], [1.079, 1.394, -1.923], [0.551, 0.880, -3.622], [-1.048, -0.853, 1.093], [-0.044, -2.458, 0.220], [-1.002, -1.517, -1.003], [1.249, -0.895, -1.321], [-0.819, 0.627, -1.244], [0.105, 1.369, -0.037], [2.125, 1.170, -1.748], [0.697, 2.398, -2.065], [1.746, 0.699, -4.201], [-1.952, -0.295, 0.866], [-0.329, -0.206, 1.581], [-1.159, -1.568, 1.911], [-0.734, 0.200, 3.553], [-0.672, 0.567, 5.034], [-0.408, -0.106, 4.405]],
  "atomic_forces_ev_per_a": [[0.2, 0.4, 0.5], [0.2, 1.4, -0.1], [-0.3, 0.2, 0.2], [-1.5, -0.5, -0.9], [0.3, -0.9, -0.2], [0.4, -0.2, 0.5], [0.3, -0.2, -0.6], [-0.6, -0.6, 0.1], [0.1, -1.0, -0.2], [0.1, -0.2, -0.3], [0.4, 0.0, 0.4], [0.2, 0.7, -0.1], [1.1, 0.6, 1.1], [0.0, 0.0, 0.1], [-0.1, -0.1, 0.2], [0.3, 0.6, -0.3], [-0.8, -0.3, -0.4], [0.0, 0.0, 0.1], [-0.1, 0.1, 0.1], [0.0, -0.1, -0.2]],
  "lowdin_charge": [-0.271, -0.083, -0.359, -0.502, 0.674, -0.104, 0.108, 0.105, 0.082, 0.100, 0.105, 0.082, 0.042, -0.164, 0.078, 0.052, 0.073, 0.004, 0.032, -0.054]
}



(3)
{
  "formula": "C4H13NOS",
  "method": "the ωB97M-V functional and the def2-TZVPD basis",
  "total_energy_ev": -18730.8443,
  "multiplicity": 1,
  "smiles": "CN[C@@H](C)CS.O",
  "homo_ev": -8.52,
  "symbols": ["C", "N", "C", "C", "S", "C", "H", "H", "H", "H", "H", "H", "H", "H", "H", "H", "H", "H", "H", "O"],
  "coordinates": [[1.218, -0.022, 0.429], [0.018, 0.742, 0.205], [-1.093, 0.583, 1.155], [-1.639, -0.845, 0.959], [-3.212, -1.137, 1.726], [-2.082, 1.679, 0.795], [2.048, 0.286, -0.199], [1.123, -1.072, 0.128], [1.505, -0.127, 1.482], [0.247, 1.690, -0.045], [-0.652, 0.801, 2.137], [-0.896, -1.490, 1.489], [-1.506, -1.104, -0.093], [-3.647, -2.098, 0.865], [-2.950, 1.830, 1.446], [-2.475, 1.698, -0.223], [-1.549, 2.638, 0.956], [4.529, -1.665, -4.745], [5.923, -1.399, -4.122], [5.089, -0.991, -4.346]],
  "atomic_forces_ev_per_a": [[-0.1, -1.3, 0.1], [0.3, -0.3, -0.8], [0.2, 0.7, -1.4], [2.5, -0.3, 1.0], [-1.1, -0.5, -0.4], [-0.1, 1.7, 0.7], [0.1, 0.6, 0.2], [-0.5, 0.0, -0.1], [0.3, 0.5, 0.2], [-0.3, 0.1, 0.3], [-0.7, -0.5, 0.4], [-0.5, 0.2, -0.4], [-0.7, 0.2, 0.0], [0.2, 0.4, 0.4], [0.1, -0.7, 0.1], [0.3, -0.5, -0.1], [-0.1, -0.3, -0.4], [0.3, 0.0, 0.1], [0.2, -0.3, 0.0], [-0.4, 0.3, -0.1]],
  "lowdin_charge": [-0.148, -0.125, -0.477, -0.576, 0.713, -0.103, 0.078, 0.067, 0.078, 0.101, 0.136, 0.068, 0.091, -0.130, 0.061, 0.085, 0.080, 0.034, 0.024, -0.058]
}



(4)
{
  "formula": "C4H13NOS2",
  "method": "the ωB97M-V functional and the def2-TZVPD basis",
  "charge": -1,
  "total_energy_ev": -29565.5892,
  "s_squared": 0.75,
  "multiplicity": 2,
  "homo_ev": [0.80, -5.91],
  "symbols": ["S", "S", "C", "C", "C", "N", "C", "H", "H", "H", "H", "H", "H", "H", "H", "H", "H", "H", "H", "H", "O"],
  "coordinates": [[0.541, 0.957, 3.774], [-0.738, 1.135, 2.269], [0.093, 0.668, 0.721], [-0.643, -0.512, 0.086], [-2.090, -0.160, -0.282], [0.196, -0.965, -1.022], [-0.422, -1.783, -2.068], [1.087, 2.187, 3.898], [1.154, 0.438, 0.793], [0.041, 1.577, 0.122], [-0.602, -1.294, 0.844], [-2.054, 0.624, -1.039], [-2.649, 0.168, 0.578], [-2.582, -1.052, -0.654], [0.604, -0.193, -1.534], [0.134, -1.702, -2.992], [-1.482, -1.609, -2.322], [-0.414, -2.833, -1.728], [2.922, 2.069, -0.174], [3.913, 0.991, 0.327], [2.991, 1.291, 0.404]],
  "atomic_forces_ev_per_a": [[0.9, -0.3, 1.0], [-0.7, 0.3, -0.6], [-0.3, 0.0, -0.1], [0.4, 0.4, 0.1], [0.8, -0.4, 0.0], [-0.4, 0.1, -1.4], [-0.5, -1.1, 0.9], [-0.1, 0.0, -0.3], [0.0, 0.1, 0.6], [-0.1, -0.1, -0.4], [-0.4, -0.3, 0.1], [-0.3, 0.0, -0.1], [-0.1, 0.3, 0.4], [-0.3, 0.0, -0.3], [0.2, 0.4, 0.6], [0.3, 0.0, -0.1], [0.3, 0.5, 0.1], [0.1, 0.1, -0.3], [0.2, 0.1, -0.1], [0.0, 0.2, 0.0], [0.0, -0.3, 0.1]],
  "lowdin_charge": [0.150, 0.309, -0.571, -0.503, -0.095, -0.088, -0.163, -0.201, 0.032, 0.044, 0.124, 0.085, 0.040, 0.056, 0.071, 0.064, 0.056, 0.073, -0.059, -0.031, -0.392]
}



(5)
{
  "formula": "C4H13NPS2",
  "method": "the ωB97M-V functional and the def2-TZVPD basis",
  "charge": 1,
  "total_energy_ev": -36798.5327,
  "multiplicity": 1,
  "homo_ev": -11.76,
  "symbols": ["C", "C", "C", "C", "N", "P", "S", "S", "H", "H", "H", "H", "H", "H", "H", "H", "H", "H", "H", "H", "H"],
  "coordinates": [[1.899, -0.228, -1.143], [0.496, 2.473, -0.447], [-1.006, -1.478, -0.335], [1.444, -0.112, 0.323], [1.749, -1.091, 1.155], [-2.269, -0.989, 0.660], [-3.047, 0.723, -0.260], [0.823, 1.382, 0.949], [0.923, 0.117, -1.523], [2.189, -1.245, -1.212], [2.788, 0.323, -1.190], [0.932, 3.417, -0.180], [-0.591, 2.564, -0.418], [0.947, 2.004, -1.459], [-0.771, -2.502, -0.181], [-1.263, -1.243, -1.381], [-1.779, -0.678, 1.787], [1.294, -1.190, 2.017], [2.156, -2.008, 0.755], [-3.402, -1.531, 1.281], [-3.513, 1.292, 0.804]],
  "atomic_forces_ev_per_a": [[-2.4, -0.1, 3.4], [0.5, -1.7, -1.9], [-0.6, 0.4, -1.1], [0.9, 0.3, -0.1], [1.1, -1.6, -2.4], [-1.4, 0.5, -2.6], [0.7, -0.6, -1.1], [0.4, -1.1, 0.5], [1.1, -0.5, -1.5], [-0.3, -1.1, -1.0], [1.0, 1.5, -0.8], [0.4, 0.4, -0.2], [0.1, 0.0, -0.7], [-1.3, 1.6, 2.4], [0.5, -1.0, 0.0], [0.1, -0.4, 0.3], [1.8, 1.4, 3.8], [-0.5, 0.1, 1.5], [-1.0, 2.2, 0.9], [-0.5, -0.8, -0.7], [-0.6, 0.5, 1.2]],
  "lowdin_charge": [-0.026, -0.329, -0.427, -0.642, 0.131, 0.476, 0.501, 0.971, 0.075, 0.079, 0.087, 0.035, 0.004, 0.107, -0.017, 0.003, -0.095, 0.100, 0.188, -0.025, -0.197]
}



(6)
{
  "formula": "C4H13NS",
  "method": "the ωB97M-V functional and the def2-TZVPD basis",
  "total_energy_ev": -16683.5276,
  "multiplicity": 1,
  "smiles": "CNC.CSC",
  "homo_ev": -8.49,
  "symbols": ["C", "S", "C", "H", "H", "H", "H", "H", "H", "C", "N", "C", "H", "H", "H", "H", "H", "H", "H"],
  "coordinates": [[-1.324, -2.201, 0.885], [0.320, -2.121, 0.143], [-0.152, -1.738, -1.577], [-1.179, -2.507, 1.924], [-1.921, -2.979, 0.427], [-1.828, -1.236, 0.818], [-0.249, -0.672, -1.709], [0.677, -2.045, -2.196], [-1.039, -2.300, -1.820], [1.759, 1.678, 0.869], [0.924, 2.200, -0.214], [-0.474, 1.892, -0.005], [1.413, 2.149, 1.790], [1.725, 0.589, 0.945], [2.779, 2.024, 0.732], [1.241, 1.827, -1.096], [-0.868, 2.422, 0.864], [-0.717, 0.815, 0.073], [-1.084, 2.203, -0.852]],
  "atomic_forces_ev_per_a": [[0.3, 0.0, 0.2], [-0.1, -0.1, -0.3], [0.6, -0.1, 0.8], [0.0, 0.3, 0.0], [-0.2, -0.1, -0.3], [0.0, -0.1, 0.2], [-0.5, 0.3, 0.0], [0.2, -0.3, -0.3], [-0.3, 0.0, -0.3], [-0.2, 0.6, -0.3], [0.0, 0.0, 0.3], [-0.6, -0.4, -0.5], [0.0, -0.3, 0.2], [0.0, -0.1, 0.2], [0.2, -0.1, -0.1], [0.0, 0.0, -0.1], [0.1, -0.1, 0.1], [0.3, 0.1, 0.4], [0.1, 0.4, -0.2]],
  "lowdin_charge": [-0.436, 0.717, -0.401, 0.030, 0.027, 0.026, 0.008, 0.022, 0.030, -0.145, -0.181, -0.168, 0.075, 0.045, 0.070, 0.086, 0.078, 0.043, 0.073]
}



(7)
{
  "formula": "C4H13O3S",
  "method": "the ωB97M-V functional and the def2-TZVPD basis",
  "charge": -1,
  "total_energy_ev": -21334.5515,
  "multiplicity": 1,
  "homo_ev": -4.89,
  "symbols": ["C", "O", "C", "C", "C", "S", "H", "H", "H", "H", "H", "H", "H", "H", "H", "H", "H", "O", "H", "H", "O"],
  "coordinates": [[0.348, 2.188, 0.590], [-0.652, 2.091, 1.524], [0.037, 1.516, -0.785], [-0.216, 0.030, -0.613], [0.133, -0.786, -1.779], [1.970, -0.835, -1.627], [0.602, 3.202, 0.252], [1.264, 1.716, 1.001], [0.841, 1.703, -1.498], [-0.882, 2.003, -1.119], [-1.231, -0.077, -0.230], [0.532, -0.405, 0.135], [-0.170, -1.825, -1.713], [-0.123, -0.282, -2.702], [1.474, -0.553, 0.230], [-1.725, -1.676, 1.956], [-3.111, -2.315, 1.911], [-2.200, -2.517, 1.700], [-0.903, 1.063, 1.801], [-0.410, -0.053, 2.981], [-1.033, -0.214, 2.280]],
  "atomic_forces_ev_per_a": [[0.5, -0.8, -0.9], [-0.7, 0.8, -0.2], [0.0, -0.2, 1.2], [-2.1, 1.5, 0.3], [2.1, -0.9, 0.1], [0.2, -0.1, 1.2], [-0.1, 0.4, 0.9], [0.2, 0.2, -0.3], [0.1, 0.0, 0.1], [-0.1, -0.1, -0.2], [0.1, -0.4, 0.2], [-1.9, 0.4, 1.0], [-0.6, 0.1, -0.2], [-0.1, -0.1, -0.3], [2.0, -0.6, -2.8], [0.2, 0.2, 0.0], [-0.2, 0.0, 0.0], [0.0, -0.1, -0.1], [0.3, 0.0, -0.1], [0.3, -0.3, 0.6], [-0.3, 0.1, -0.4]],
  "lowdin_charge": [-0.355, -0.164, -0.210, -0.386, -0.572, 0.476, 0.097, 0.105, 0.081, 0.113, 0.122, -0.010, 0.057, 0.071, 0.150, -0.040, -0.005, -0.143, -0.009, -0.043, -0.336]
}



(8)
{
  "formula": "C4H13O4",
  "method": "the ωB97M-V functional and the def2-TZVPD basis",
  "charge": -1,
  "total_energy_ev": -12545.2372,
  "multiplicity": 1,
  "homo_ev": -4.27,
  "symbols": ["C", "O", "C", "C", "C", "O", "H", "H", "H", "H", "H", "H", "H", "H", "H", "H", "H", "O", "H", "H", "O"],
  "coordinates": [[1.073, 1.271, 0.356], [2.759, 0.466, 0.715], [0.486, 0.491, -0.834], [-0.945, -0.194, -0.569], [-1.368, -0.884, -1.818], [-1.066, -1.002, 0.511], [0.692, 0.932, 1.302], [0.915, 2.389, 0.269], [1.219, -0.311, -1.091], [0.455, 1.077, -1.699], [-1.638, 0.717, -0.547], [-0.666, -1.836, -2.027], [-2.392, -1.197, -1.662], [-1.363, -0.127, -2.742], [-1.776, -0.085, 1.809], [-1.628, 1.423, 2.460], [2.247, 1.234, 0.098], [-2.045, 0.496, 2.603], [2.289, -1.126, 0.860], [0.912, -1.746, 0.860], [1.839, -1.988, 1.146]],
  "atomic_forces_ev_per_a": [[-3.3, -1.1, 0.2], [-1.8, 2.9, -1.1], [0.8, -1.8, 1.7], [0.0, 1.3, 1.0], [1.4, -0.7, -3.0], [0.7, 0.9, -0.1], [-0.2, -0.2, 0.2], [1.1, -1.0, 0.2], [-0.6, 0.2, 0.4], [-0.3, 1.3, -1.3], [0.3, -0.3, 0.3], [-1.6, 2.1, 0.3], [-0.1, -0.3, -0.2], [0.1, -1.7, 1.6], [0.3, 0.4, 0.3], [-1.1, -2.7, 0.1], [3.9, -0.7, -0.2], [0.9, 2.1, -0.7], [-0.6, -1.5, 0.7], [0.5, -0.6, 0.6], [-0.5, 1.6, -1.1]],
  "lowdin_charge": [-0.056, -0.213, -0.169, -0.659, -0.126, -0.264, 0.094, 0.135, 0.120, 0.069, 0.124, 0.118, 0.052, 0.097, -0.005, 0.043, -0.008, -0.180, -0.021, 0.008, -0.161]
}



(9)
{
  "formula": "C4H13O6",
  "method": "the ωB97M-V functional and the def2-TZVPD basis",
  "charge": -1,
  "total_energy_ev": -16646.2957,
  "multiplicity": 1,
  "homo_ev": -5.11,
  "symbols": ["O", "C", "O", "C", "C", "C", "O", "H", "H", "H", "H", "H", "H", "H", "H", "H", "O", "H", "H", "O", "H", "H", "O"],
  "coordinates": [[1.183, -0.288, 1.064], [0.481, 0.657, 1.522], [0.430, 1.102, 2.674], [-0.451, 1.350, 0.469], [-0.270, 0.758, -0.915], [-1.372, 1.097, -1.901], [0.976, 1.278, -1.448], [-1.426, 1.021, 0.825], [-0.329, 2.430, 0.403], [-0.091, -0.314, -0.826], [-1.734, 0.212, -2.421], [-1.115, 1.830, -2.650], [-2.260, 1.367, -1.325], [1.617, 1.064, -0.757], [0.861, -2.537, 0.476], [0.686, -2.307, 1.939], [0.327, -2.843, 1.221], [2.532, -0.853, -1.452], [2.829, -0.757, -0.007], [2.945, -1.375, -0.752], [-1.946, -0.516, 1.940], [-1.578, -1.469, 0.796], [-2.295, -0.908, 1.124]],
  "atomic_forces_ev_per_a": [[0.5, 0.1, 0.4], [0.2, 1.1, -0.7], [-0.1, -0.3, 0.3], [-0.1, -1.2, 0.0], [1.0, 0.5, -0.3], [-0.9, -0.9, 0.5], [0.1, -0.1, -0.2], [-0.2, 0.8, -0.2], [-0.1, 0.0, 0.4], [-0.5, -0.1, 0.1], [0.3, -0.2, -0.3], [0.2, 0.4, 0.1], [0.0, 0.5, -0.1], [0.0, 0.0, 0.0], [0.0, 0.2, 0.0], [0.0, 0.3, -0.1], [-0.1, -0.5, -0.1], [0.0, -0.3, -0.2], [-0.3, -0.6, 0.2], [0.2, 0.6, -0.1], [0.0, -0.3, -0.3], [0.2, -0.1, 0.3], [-0.3, -0.2, 0.3]],
  "lowdin_charge": [-0.110, -0.701, -0.036, -0.091, -0.432, -0.044, -0.077, 0.081, 0.123, 0.122, 0.066, 0.068, 0.073, 0.057, 0.014, 0.029, -0.082, 0.017, 0.013, -0.084, 0.044, 0.021, -0.070]
}



(10)
{
  "formula": "C4H14F6MnN5O9S2",
  "method": "the ωB97M-V functional and the def2-TZVPD basis",
  "total_energy_ev": -99547.0452,
  "s_squared": 12.00,
  "multiplicity": 7,
  "homo_ev": [-2.73, -10.33],
  "symbols": ["Mn", "C", "F", "F", "F", "S", "O", "O", "N", "S", "O", "O", "C", "F", "F", "F", "O", "H", "H", "O", "H", "H", "O", "H", "H", "C", "O", "N", "N", "H", "H", "H", "H", "C", "O", "N", "N", "H", "H", "H", "H"],
  "coordinates": [[-0.583, 0.087, -0.458], [1.917, 3.532, -0.856], [2.181, 2.920, -2.043], [2.871, 4.459, -0.501], [0.761, 4.136, -0.885], [1.776, 2.232, 0.574], [2.692, 1.203, 0.148], [2.251, 2.914, 1.753], [0.149, 1.585, 0.651], [-0.467, 2.434, 1.846], [-0.252, 3.860, 1.710], [-1.914, 2.251, 1.748], [0.134, 1.768, 3.606], [0.830, 2.761, 4.313], [-0.984, 1.392, 4.277], [0.932, 0.742, 3.583], [0.658, 0.474, -2.093], [1.100, -0.246, -2.544], [0.560, 1.151, -2.762], [-1.920, -0.740, 1.081], [-2.035, -1.690, 1.103], [-2.293, -0.434, 1.908], [-2.003, 1.447, -1.242], [-2.224, 2.283, -0.832], [-2.847, 1.019, -1.383], [-1.744, -2.481, -2.364], [-1.311, -1.605, -1.657], [-2.404, -3.513, -1.958], [-1.639, -2.571, -3.691], [-2.733, -4.225, -2.594], [-2.531, -3.701, -0.973], [-1.153, -1.780, -4.088], [-1.957, -3.274, -4.344], [1.556, -2.010, 0.928], [0.915, -1.230, 0.194], [2.043, -2.994, 0.295], [1.701, -1.838, 2.195], [2.384, -3.790, 0.815], [1.953, -2.987, -0.711], [2.296, -2.536, 2.619], [1.334, -1.006, 2.635]],
  "atomic_forces_ev_per_a": [[-0.4, -2.2, 0.1], [0.5, -0.2, 1.4], [0.0, 1.1, 1.4], [-1.1, -1.8, -1.1], [-0.6, 0.6, -0.9], [3.1, -1.5, -0.6], [-1.1, -0.1, -0.5], [-1.3, -0.1, -0.2], [4.3, 2.7, 1.6], [-4.5, 3.3, -0.4], [1.5, -0.9, 1.0], [0.8, -1.9, 1.0], [-0.3, 2.3, 1.3], [-1.9, -1.6, -1.4], [1.1, 0.8, -0.6], [0.6, -0.9, -0.6], [0.3, 0.4, -0.6], [0.3, -0.5, 0.1], [-0.2, 0.4, -0.2], [0.0, 0.4, -0.1], [0.0, -1.0, -0.2], [-0.2, 0.6, 0.3], [-0.2, 0.2, -0.6], [0.1, 0.5, 0.5], [-0.5, -0.4, -0.2], [-0.6, -1.5, -1.6], [0.9, 2.0, 0.9], [-2.1, -3.2, 2.7], [1.8, 2.6, -2.5], [0.1, 0.2, 0.2], [0.0, 0.2, 0.1], [-0.1, -0.2, -0.4], [-0.1, 0.0, 0.7], [-2.9, 3.6, -2.5], [-0.6, 1.4, 0.1], [2.7, -4.6, -1.0], [0.7, -0.5, 2.6], [0.2, -0.1, -0.6], [-0.1, -0.3, 0.3], [-0.2, 0.7, 0.8], [0.2, -0.4, 0.1]],
  "lowdin_charge": [0.667, -0.586, 0.115, 0.121, 0.145, 0.682, -0.296, -0.281, -0.366, 0.578, -0.289, -0.323, -0.557, 0.091, 0.112, 0.142, -0.075, 0.073, 0.073, -0.127, 0.020, 0.056, -0.062, 0.070, 0.073, -0.792, 0.005, 0.149, 0.142, 0.106, 0.075, 0.094, 0.107, -0.751, -0.083, 0.193, 0.230, 0.119, 0.122, 0.126, 0.103]
}